45
Properties=species:S:1:pos:R:3:forces:R:3 method="wB97M-V/def2-TZVPD" fmax_ev_per_a=1.7 homo_lumo_gap_ev=7.64 relative_energy_kcal_mol=0.00 charge=+2
Hf 0.678918 0.817961 -1.137635 -1.4 0.4 0.3
I 0.864989 2.472691 -3.306973 -0.2 0.0 0.0
N -1.412084 0.464271 -1.656856 -1.0 -0.7 -0.6
N 0.652520 -1.198187 -1.970080 -0.3 -0.8 -0.3
C -1.212295 -0.526011 3.583927 -0.3 -0.3 -0.2
C -0.657025 -2.826711 -3.165363 -0.3 0.5 0.2
C 1.627686 -3.293498 -2.582268 0.4 -0.1 0.1
C -3.687500 1.133026 -1.881155 0.0 0.2 0.2
C -2.895500 -0.814266 -3.052483 0.9 -0.3 0.3
C 0.097262 0.270267 3.561097 0.0 0.2 0.4
C -3.935112 0.044958 -2.718427 0.1 0.2 0.1
C 0.272553 0.644676 0.920674 0.1 0.2 0.6
C -2.397212 1.363826 -1.428405 0.4 -0.7 -0.3
C 2.186369 2.860163 0.062666 -0.6 0.3 0.2
C 2.989949 1.697965 -0.552394 1.2 0.0 0.1
C -1.658671 -0.652743 -2.418905 -0.9 1.4 0.2
C -0.550776 -1.595424 -2.523918 1.5 -0.5 -0.2
C 0.016825 1.492919 4.487246 0.0 0.3 0.0
C 0.430221 -3.688994 -3.177787 0.1 0.2 0.0
C 0.263323 0.592471 2.150984 -0.3 -0.1 -0.6
C 1.272288 -0.625223 3.965335 0.3 -0.4 -0.1
C 1.723838 -2.042817 -1.996227 -0.8 0.3 -0.1
H 0.880541 2.155207 4.353541 -0.2 -0.1 0.0
H 2.640539 -1.671620 -1.524263 -0.3 -0.3 -0.2
H 1.688659 3.503851 -0.669955 0.3 0.0 0.0
H -1.063171 -1.412800 2.956118 -0.3 0.1 0.2
H 0.337177 -4.656651 -3.660399 0.1 0.1 0.1
H -2.999626 -1.608371 -3.794320 -0.3 0.2 0.4
H 1.449337 2.569699 0.828170 0.4 0.0 -0.3
H -2.091806 2.260142 -0.885781 -0.3 -0.2 0.0
H -1.603822 -3.078406 -3.645983 0.4 -0.2 0.2
H 1.279204 -0.767515 5.049641 0.0 0.0 -0.2
H 3.391502 1.045888 0.229898 -0.1 0.0 -0.2
H 1.159736 -1.601855 3.479004 0.2 0.1 0.2
H -2.025876 0.070278 3.158078 0.1 -0.1 0.2
H -4.473806 1.819465 -1.576595 0.1 -0.1 -0.2
H -0.909876 2.058378 4.331903 0.3 0.0 -0.1
H 2.587197 1.043291 -1.401215 1.4 0.7 0.4
H 2.904348 3.501659 0.597907 -0.1 -0.3 -0.3
H 2.233367 -0.201033 3.656799 -0.1 0.0 0.2
H -4.930285 -0.143962 -3.106707 0.1 0.2 0.0
H 3.839883 2.141033 -1.086617 -0.2 -0.3 0.0
H 0.023126 1.160240 5.533175 0.0 0.0 -0.3
H -1.490003 -0.833944 4.593477 0.1 0.0 0.0
H 2.503081 -3.944295 -2.578927 -0.3 0.2 0.0

=====

105
Properties=species:S:1:pos:R:3:forces:R:3 method="wB97M-V/def2-TZVPD" fmax_ev_per_a=6.3 homo_lumo_gap_ev=6.30 charge=-3
Zn -1.765526 -3.167147 -0.363693 -0.2 0.9 0.0
Zn 2.112110 -1.184642 2.039054 -0.5 1.1 -0.2
Zn -2.713444 0.963641 2.016180 -0.5 -0.1 -0.9
S -3.582883 4.074645 0.834529 -1.3 2.0 1.7
S 1.249945 -4.098952 0.650972 -2.6 -2.5 2.8
S 2.429123 -2.058541 -5.497238 -1.9 0.8 -0.5
S -1.140418 -1.922064 2.821689 0.8 1.7 -1.3
S 3.218786 1.290475 3.753840 4.8 1.7 1.0
S -0.462679 2.815195 3.825837 -1.1 -0.5 -1.1
S 5.027252 -0.170074 0.751462 1.8 2.9 5.3
S -4.558179 -1.482488 0.447449 -3.1 1.5 0.1
S -0.385109 -0.128538 -0.148932 0.0 -2.1 1.0
S 3.863440 5.942400 -0.733644 1.1 0.4 1.2
S -2.241616 -4.118513 -3.545906 -3.7 1.1 -3.0
S -5.810076 -0.229568 -4.105912 -2.2 -2.8 0.2
F -0.707704 0.872980 -2.524038 -0.3 0.2 -1.0
F 1.402173 1.639378 5.844093 -1.2 0.3 -0.3
F 1.305259 0.210184 -2.077080 0.9 -0.6 -0.9
F -3.544583 0.833355 -5.076580 1.5 -0.2 -0.9
F -1.001378 -6.460098 -2.851730 -1.1 0.6 -0.5
F -0.576502 -3.361389 5.073304 0.3 0.3 0.1
F -2.369534 3.329088 -1.406450 0.8 1.1 -0.4
F -4.548407 2.211128 -3.820574 0.6 -0.4 0.8
F 6.997392 -0.711840 -1.100918 -2.9 -0.2 0.7
F 2.883701 0.225059 6.272192 0.6 -1.5 0.3
F 0.562847 1.993441 -1.174347 0.3 1.2 -0.2
F -4.260885 2.578402 -1.098627 -1.9 -1.1 -0.4
F -3.941711 -2.960944 2.550132 -0.9 -0.9 0.5
F -5.880599 -1.941633 2.820014 0.9 -0.9 -0.7
F 5.481270 -2.290109 -0.722839 0.4 0.4 0.0
F -3.172306 -6.627688 -3.036706 -0.6 -0.1 0.6
F -4.128313 4.644836 -1.781584 0.6 -0.4 0.3
F 3.372171 2.294130 6.236040 0.7 0.6 0.1
F -1.997511 -6.401768 -4.771223 0.2 -0.5 -1.7
F 4.850586 -0.531957 -1.804236 1.0 -0.1 0.4
F -5.779976 -3.677074 1.495568 0.4 -0.3 0.6
F 3.502005 -5.483320 0.401548 0.1 -0.1 0.4
F 2.181247 -5.841236 -1.256752 -0.5 -0.1 0.3
F -2.191963 -4.107764 3.940362 -0.9 -0.7 -0.1
F -2.473458 -2.380799 5.246374 -0.3 0.1 -0.4
F -3.490427 0.406904 -2.931903 0.4 1.1 -0.2
F 3.201411 -3.992044 -1.087593 0.9 1.4 -1.0
O 4.564942 0.672028 3.786177 -3.0 0.4 0.7
O 3.114572 -1.021228 -6.340727 0.4 -0.4 0.5
O -3.638165 -3.811725 -3.949693 3.1 -1.4 1.3
O 1.774849 -2.828911 1.108651 1.0 -1.3 -1.1
O 4.921230 1.266977 0.530968 -0.8 -1.3 -1.6
O -6.541032 0.210448 -5.307060 0.7 1.4 0.9
O -3.109063 2.793122 1.437267 0.0 1.4 -1.0
O 0.976407 -5.055882 1.744277 1.2 1.2 -1.7
O -4.008676 -0.297752 1.114114 -1.1 0.6 1.0
O 0.309710 -1.623863 2.884720 -2.3 -0.8 1.9
O -5.819015 -1.302627 -0.259025 2.2 -0.6 1.3
O 3.115671 7.058331 -0.083965 -1.0 -0.4 -0.1
O 2.208014 0.536730 3.030040 -1.2 -0.4 0.2
O -5.403237 -1.631569 -4.350060 1.0 1.9 0.7
O -4.978047 4.319333 1.268341 2.0 -0.2 -1.2
O 0.826906 -0.401903 0.600597 0.2 1.6 -0.2
O -1.935879 -0.676931 2.874718 0.8 -2.8 1.3
O -1.930735 -3.672737 -2.190105 0.4 -0.7 0.3
O 6.022199 -0.358034 1.824982 -0.8 -1.5 -2.5
O 3.308824 2.708946 3.400979 -1.3 -1.2 0.4
O 0.044875 -3.937810 -0.167657 1.8 -0.7 -0.9
O -1.419946 -2.746609 1.643164 -0.3 0.0 2.1
O -3.426264 -2.008784 -0.271005 0.1 -2.3 -0.7
O -6.543275 -0.116269 -2.816410 1.4 1.0 -1.7
O -1.372906 0.679579 0.570788 1.5 -0.2 -2.0
O -2.669537 5.237108 1.025831 -1.1 -2.4 -0.5
O 3.740919 -0.848330 1.062313 1.4 -0.1 -1.6
O -1.532666 1.848268 3.258537 2.0 1.3 1.8
O -1.259824 -3.759960 -4.550224 0.3 -0.4 1.1
O -0.855101 -1.419871 -0.650754 0.0 2.0 -0.9
C 3.036063 -1.926554 -3.827433 1.1 0.6 0.9
C 3.483086 4.228620 -0.216722 -0.7 0.0 0.5
C 0.752499 -1.354855 -5.183011 0.6 -0.7 -0.3
C -1.426523 4.206971 4.439477 -0.6 0.4 0.5
C 0.241852 0.805857 -1.640898 -1.4 -0.5 2.4
C 5.417358 6.024540 0.229145 0.0 -0.3 -0.4
C -3.594948 3.680414 -1.023957 0.4 -0.1 1.6
C -5.091769 -2.647245 1.951864 0.4 2.9 -1.7
C 0.278724 3.646794 2.401103 0.0 -0.5 -0.4
C -2.129615 -6.007689 -3.548419 1.5 0.8 1.7
C 2.613948 -4.918676 -0.405713 -1.0 -0.1 0.6
C -1.674074 -3.012362 4.406926 1.8 0.8 -0.9
C 2.670644 1.347289 5.633487 0.3 0.3 -1.4
C -4.190518 0.913455 -3.949416 -3.8 -1.8 0.0
C 5.634961 -0.961309 -0.790733 0.7 -0.4 -1.2
H -1.197122 4.426587 5.482406 0.3 -0.2 0.0
H 1.113028 3.049995 2.032956 0.0 -0.1 0.2
H 5.902098 5.067489 0.035896 0.7 0.4 -0.1
H -2.464861 3.875876 4.423038 0.0 0.0 -0.2
H -0.499183 3.673916 1.637566 -0.1 0.3 0.1
H 3.987596 3.567194 -0.921030 0.2 0.1 0.0
H -1.340184 5.133156 3.872375 0.1 -0.3 -0.3
H 2.418668 3.998930 -0.273069 -0.1 0.4 -0.4
H 3.760689 3.976764 0.807136 0.3 0.2 0.0
H 5.307843 6.147721 1.306864 -0.9 -0.4 0.0
H 0.780005 -0.315333 -4.857573 0.4 -0.2 0.3
H 3.969192 -2.490001 -3.796699 0.3 0.3 -0.2
H 0.654263 4.638772 2.649537 -0.2 -0.1 0.2
H 0.200796 -1.366199 -6.122569 0.1 -0.3 0.0
H 3.217523 -0.866486 -3.647406 0.3 0.0 -0.3
H 2.536401 -2.239243 -2.910194 -1.0 -0.4 -0.6
H 0.306825 -2.059253 -4.480953 -0.4 0.3 0.0
H 5.923499 6.949743 -0.045928 0.3 -0.4 -0.6

=====

60
Properties=species:S:1:pos:R:3:forces:R:3 method="wB97M-V/def2-TZVPD" smiles="CC(C)(C)OC(=O)N1CCC(c2c(C(=O)NC3CC3)cnn2-c2ccc(Cl)cc2)CC1" fmax_ev_per_a=0.9 homo_lumo_gap_ev=9.49 relative_energy_kcal_mol=45.51 charge=0
Cl 5.945180 0.023146 1.834227 0.2 0.0 0.0
O -3.797064 0.158682 0.679958 -0.1 0.1 -0.2
O 0.985392 1.549958 -3.743988 -0.1 0.1 0.1
O 0.125163 -0.475825 -4.340944 0.1 -0.2 -0.3
N -4.360076 -1.216337 2.376946 0.0 -0.2 0.3
N 0.101027 -0.514365 2.382825 -0.8 0.1 -0.2
N -0.370288 -0.887749 3.578938 0.2 -0.2 0.9
N -0.682661 0.666519 -2.568067 0.1 0.1 0.1
C -1.655323 -0.347802 -2.235346 -0.1 -0.4 -0.1
C 1.263143 1.571252 -6.170134 -0.1 -0.1 0.3
C 1.489606 -0.367099 2.227618 0.8 0.0 0.0
C -1.133129 1.412186 -0.291387 0.1 0.0 -0.2
C 2.325100 -1.340130 2.766739 -0.2 0.1 -0.1
C 3.409580 0.862920 1.473590 0.1 -0.1 0.0
C 2.694689 2.908318 -4.598353 -0.3 -0.3 0.1
C -6.552217 -2.471380 2.316494 0.0 -0.1 -0.1
C -5.754002 -1.225692 2.083904 -0.2 0.1 -0.1
C -0.619905 1.805455 -1.676029 0.1 0.4 0.1
C -6.747037 -1.274866 3.204933 -0.1 0.2 0.0
C 2.037786 0.746790 1.599771 -0.2 -0.2 0.2
C 1.960797 1.582408 -4.810185 0.4 0.0 -0.5
C -1.674062 -0.934966 3.460621 0.2 0.1 -0.4
C 4.232857 -0.124574 1.992849 -0.3 0.0 0.0
C -1.304279 -1.018871 -0.901600 0.0 0.1 -0.1
C -0.636810 -0.000950 0.045993 -0.2 0.1 -0.1
C 2.933137 0.409367 -4.683732 -0.3 0.1 0.1
C 0.150177 0.497004 -3.618987 -0.1 0.0 0.1
C -0.892796 -0.330644 1.476195 -0.2 -0.1 0.0
C 3.696065 -1.221382 2.651067 0.1 0.1 -0.1
C -2.082463 -0.597667 2.151078 0.5 0.2 0.0
C -3.465260 -0.502134 1.650602 0.0 -0.1 0.2
H -7.327131 -2.724053 1.610445 -0.1 0.0 -0.1
H -0.621997 -1.854310 -1.065147 0.0 0.0 0.0
H 1.989746 3.734249 -4.643199 -0.1 0.1 0.0
H 1.885462 -2.179445 3.281576 0.0 -0.1 0.0
H 1.400037 1.534884 1.232418 -0.1 0.1 0.0
H 3.176209 2.917959 -3.623831 0.1 0.0 0.1
H -1.214387 2.635209 -2.079956 0.1 0.0 0.1
H 0.728894 0.635172 -6.305906 0.0 0.0 -0.1
H 3.840176 1.722571 0.985062 0.1 0.1 0.0
H -6.369921 -1.328936 4.215218 0.1 0.0 0.1
H -7.655874 -0.702116 3.111016 -0.1 0.1 0.0
H -5.961705 -0.613767 1.216179 -0.1 -0.1 0.1
H 0.421266 2.134873 -1.618171 -0.2 0.0 0.0
H 1.999500 1.678558 -6.961696 0.1 0.1 -0.1
H -2.221815 1.411495 -0.252801 0.1 0.1 0.1
H -4.047212 -1.769696 3.157974 0.1 0.0 -0.1
H 3.449083 3.042111 -5.367766 0.1 0.0 -0.1
H 2.404263 -0.528821 -4.825440 0.1 0.0 0.0
H 0.553615 2.393804 -6.231656 0.0 0.1 0.0
H -1.663640 -1.076996 -3.046071 -0.1 0.1 0.1
H 3.393714 0.408972 -3.697602 0.1 0.0 0.1
H -2.271375 -1.178870 4.317485 -0.1 -0.1 0.2
H -0.773187 2.133566 0.444751 0.0 0.0 0.0
H -2.220699 -1.406753 -0.461362 0.0 0.0 0.0
H 0.443790 -0.036638 -0.130358 -0.1 0.0 0.0
H 4.347249 -1.974429 3.065231 0.1 -0.1 0.0
H 3.711394 0.495904 -5.436818 0.1 0.0 -0.1
H -2.641288 0.120031 -2.164938 0.0 0.0 0.0
H -6.044225 -3.329895 2.729872 0.1 0.0 0.1

=====

14
Properties=species:S:1:pos:R:3:forces:R:3 method="wB97M-V/def2-TZVPD" fmax_ev_per_a=0.5 homo_lumo_gap_ev=7.57 relative_energy_kcal_mol=76.15 charge=0
O -1.635080 0.531960 -1.334147 0.5 0.1 0.2
N -0.270078 1.911145 -0.122858 -0.1 -0.1 0.0
N 0.277749 -0.399611 -0.279959 -0.1 -0.1 -0.2
C -0.553103 -1.563641 0.136852 -0.1 -0.1 0.1
C -0.673092 0.746843 -0.633937 -0.1 0.1 -0.1
C 1.496043 -0.263259 0.611342 -0.1 0.3 0.1
H 0.126555 -2.409104 0.228345 -0.1 0.1 0.0
H -1.342462 -1.731966 -0.596028 0.1 0.0 0.1
H -0.990873 -1.337605 1.111541 0.1 0.0 -0.1
H 1.123944 -0.137864 1.636476 0.0 0.1 -0.1
H 0.674090 -0.662247 -1.182325 -0.1 0.1 0.0
H 0.556453 1.925206 0.463226 -0.1 -0.1 0.0
H 2.015725 0.649511 0.284542 0.0 -0.2 0.0
H -0.805870 2.740631 -0.323071 0.1 -0.1 0.1

=====

28
Properties=species:S:1:pos:R:3:forces:R:3 method="wB97M-V/def2-TZVPD" fmax_ev_per_a=5.7 homo_lumo_gap_ev=6.21 charge=0
Au 1.480118 -1.794011 -0.526632 0.1 -2.5 -0.9
O 4.181018 0.560289 -2.498032 0.3 1.2 0.0
O 2.943818 -1.163711 -1.927432 0.2 0.2 -0.1
O -0.079482 -1.386211 1.067968 0.1 1.6 1.2
O 2.024918 4.265389 0.505368 -0.1 0.0 0.2
O -0.540082 0.171889 2.712168 1.8 0.1 -2.2
N 1.689818 0.254689 -0.055432 -1.1 1.7 2.1
C 1.134318 2.194589 1.189568 -1.1 -1.5 0.7
C 1.941818 2.928789 0.351668 1.2 -0.2 -1.7
C 2.531118 0.925189 -0.822232 -0.3 -0.1 0.3
C -1.840882 -2.875311 0.468768 0.3 0.3 0.2
C 0.974218 0.800689 0.969468 3.6 3.2 -3.0
C -3.382582 -0.732811 -0.396332 0.0 -0.1 -0.1
C -3.091782 -3.091711 -0.080032 0.0 0.1 -0.1
C -3.859582 -2.026311 -0.524932 -0.1 0.0 0.1
C 3.293318 0.076489 -1.834532 0.0 -1.6 -0.6
C 0.107218 -0.026311 1.705668 -3.5 -3.0 2.7
C 2.682618 2.279989 -0.681932 -0.7 0.8 1.2
C -2.132682 -0.502211 0.146968 0.4 -0.2 0.2
C -1.361582 -1.574411 0.582668 -0.9 -0.2 -0.4
H 3.356618 2.823389 -1.325232 0.1 0.1 -0.1
H 2.612618 4.635689 -0.167132 -0.1 -0.1 0.1
H -4.824782 -2.207911 -0.971232 -0.1 0.0 0.0
H 0.570918 2.654089 1.984568 0.0 0.3 0.1
H -3.977182 0.102589 -0.733732 0.0 0.1 0.0
H -1.739282 0.499889 0.228068 -0.1 0.2 -0.1
H -1.227782 -3.694411 0.813268 0.1 -0.1 0.0
H -3.466782 -4.098311 -0.181332 0.0 -0.1 0.0

=====

23
Properties=species:S:1:pos:R:3:forces:R:3 method="wB97M-V/def2-TZVPD" fmax_ev_per_a=6.6 homo_lumo_gap_ev="6.64 / 5.96" relative_energy_kcal_mol=115.58 charge=0
S 0.628497 1.927357 -0.724857 0.1 0.9 -0.1
S 2.661794 -0.217664 0.518583 -3.2 2.9 0.8
O 3.564022 -1.263722 0.708028 2.2 -2.2 0.1
O 1.561725 -0.128133 1.484128 1.3 0.1 -1.4
N 2.153295 -0.388318 -1.124350 -0.1 0.3 0.1
N 0.994359 -0.941532 -1.339133 2.0 -2.4 -1.1
N -4.048565 0.331754 0.693104 1.6 2.8 1.4
C -1.807909 1.009534 0.002095 0.2 0.3 0.4
C -0.470029 0.731539 -0.435829 -0.3 -1.3 0.3
C -0.144162 -0.674413 -0.704874 -2.6 1.1 0.6
C -2.395287 -1.318473 0.003656 1.1 3.0 -0.2
C -2.747093 0.016940 0.303037 0.1 1.2 -1.0
C 3.577226 1.326777 0.377928 3.1 -4.8 3.3
C -1.214218 -1.613357 -0.518279 2.2 1.0 -0.6
H 4.008410 1.309376 -0.551658 1.7 -0.6 -2.2
H -1.037226 -2.611266 -0.708689 0.6 -2.1 -0.5
H -3.030589 -2.060969 0.203119 -2.6 -2.8 0.7
H 1.105344 -1.669411 -2.109163 -0.9 1.2 1.2
H 2.987100 2.096757 0.287401 -3.3 4.2 0.7
H 4.370668 1.272313 1.233705 -1.6 0.4 -1.6
H -4.771514 -0.317043 0.824360 -0.4 -1.3 0.2
H -4.038937 1.079150 1.425106 -0.4 -1.0 -1.2
H -1.906907 2.102798 0.152592 -0.8 -0.9 0.0